Entry 1:
Here is 2 unconnected molecules or ions with the total composition C2H7NO2 from the OMol25 dataset. Energies are from ωB97M-V with the def2-TZVPD basis set.

Bonds (Å) are listed after each position.
Atoms and positions in Å:
1 O 1.888 0.562 -0.130  C2 1.197
2 C 2.222 -0.136 -1.043  O1 1.197, H3 1.101, H4 1.104
3 H 1.519 -0.567 -1.773  C2 1.101
4 H 3.282 -0.414 -1.182  C2 1.104
5 N -1.190 -0.327 1.542  C6 1.422, H8 1.003, H9 1.003
6 C -1.766 -0.254 0.244  N5 1.422, O7 1.428, H10 1.092, H11 1.096
7 O -0.922 0.266 -0.785  C6 1.428, H12 0.970
8 H -0.673 -1.168 1.714  N5 1.003
9 H -0.854 0.490 2.018  N5 1.003
10 H -2.021 -1.271 -0.061  C6 1.092
11 H -2.691 0.332 0.271  C6 1.096
12 H -0.174 0.743 -0.395  O7 0.970

lowest unoccupied orbital energy	0.699	eV
maximum force	0.78	eV Å⁻¹
SMILES	C=O.NCO
energy above the lowest of the compared OMol25 structures with the same formula, charge and spin	48.6	kcal/mol
HOMO	-9.370	eV

***

Entry 2:
Here is a single C2H7NO2S2 molecule in a non-equilibrium geometry from the OMol25 dataset. Energies are from ωB97M-V with the def2-TZVPD basis set.

Bonds (Å) are listed after each position.
Atoms and positions in Å:
1 C 0.845 0.773 -0.186  C2 1.487, H8 1.101, H9 1.108, H10 1.115
2 C -0.626 0.836 -0.396  C1 1.487, S6 1.743, S7 1.910, H11 1.165
3 N -0.799 -2.166 0.156  S7 1.657, H12 1.004, H14 0.996
4 O -1.651 -0.477 1.652  S7 1.423
5 O -2.709 -0.731 -0.605  S7 1.431
6 S -1.305 2.205 0.443  C2 1.743, H13 1.234
7 S -1.562 -0.698 0.249  C2 1.910, N3 1.657, O4 1.423, O5 1.431
8 H 0.980 0.297 0.797  C1 1.101
9 H 1.265 1.784 -0.018  C1 1.108
10 H 1.335 0.245 -1.038  C1 1.115
11 H -0.936 0.969 -1.511  C2 1.165
12 H 0.154 -2.084 0.461  N3 1.004
13 H -0.696 2.138 1.514  S6 1.234
14 H -0.772 -2.641 -0.719  N3 0.996

lowest unoccupied orbital energy	0.342	eV
maximum force	4.55	eV Å⁻¹
SMILES	C[C@H](S)S(N)(=O)=O
energy above the lowest of the compared OMol25 structures with the same formula, charge and spin	43.6	kcal/mol
HOMO	-9.320	eV

***

Entry 3:
Here is 2 unconnected molecules or ions with the total composition C2H7NO3 in a non-equilibrium geometry from the OMol25 dataset. Energies are from ωB97M-V with the def2-TZVPD basis set.

Bonds (Å) are listed after each position.
Atoms and positions in Å:
1 N -0.015 -0.540 -1.776  O2 1.347, O3 1.633, O4 1.349
2 O 0.731 0.431 -1.217  N1 1.347, H6 1.075
3 O -0.364 -1.536 -0.530  N1 1.633, H7 0.965
4 O 0.770 -1.219 -2.637  N1 1.349, H5 0.978
5 H 1.680 -1.246 -2.280  O4 0.978
6 H 0.209 0.730 -0.325  O2 1.075
7 H -1.184 -1.971 -0.792  O3 0.965
8 C -0.775 0.839 1.122  C9 1.328, H12 1.084, H13 1.153
9 C 0.156 0.977 2.058  C8 1.328, H10 1.083, H11 1.080
10 H 0.489 1.940 2.425  C9 1.083
11 H 0.660 0.122 2.483  C9 1.080
12 H -1.338 1.687 0.751  C8 1.084
13 H -1.019 -0.214 0.718  C8 1.153

lowest unoccupied orbital energy	1.001	eV
maximum force	3.00	eV Å⁻¹
SMILES	ON(O)O.C=C
energy above the lowest of the compared OMol25 structures with the same formula, charge and spin	155.3	kcal/mol
HOMO	-9.542	eV

***

Entry 4:
Here is 2 unconnected molecules or ions with the total composition C2H7NO3 in a non-equilibrium geometry from the OMol25 dataset. Energies are from ωB97M-V with the def2-TZVPD basis set.

Bonds (Å) are listed after each position.
Atoms and positions in Å:
1 N 0.647 -1.689 0.418  C2 1.417, H4 1.002, H5 1.003
2 C -0.712 -1.287 0.412  N1 1.417, O3 1.446, H6 1.084, H7 1.087
3 O -0.935 -0.015 1.063  C2 1.446, H8 0.962
4 H 1.290 -1.332 -0.263  N1 1.002
5 H 1.038 -1.921 1.312  N1 1.003
6 H -1.010 -1.124 -0.617  C2 1.084
7 H -1.304 -2.021 0.953  C2 1.087
8 H -0.991 -0.063 2.022  O3 0.962
9 O 1.273 2.687 -2.103  C10 1.196
10 C 0.549 2.007 -1.436  O9 1.196, O11 1.323, H12 1.102
11 O 0.560 1.945 -0.115  C10 1.323, H13 0.977
12 H -0.277 1.451 -1.908  C10 1.102
13 H -0.128 1.363 0.262  O11 0.977

lowest unoccupied orbital energy	0.511	eV
maximum force	1.35	eV Å⁻¹
SMILES	O=CO.NCO
energy above the lowest of the compared OMol25 structures with the same formula, charge and spin	24.2	kcal/mol
HOMO	-10.088	eV

***

Entry 5:
Here is 2 unconnected molecules or ions with the total composition C2H7NO3 in a non-equilibrium geometry from the OMol25 dataset. Energies are from ωB97M-V with the def2-TZVPD basis set.

Bonds (Å) are listed after each position.
Atoms and positions in Å:
1 O 1.001 -0.381 1.427  C2 1.215
2 C 1.417 -0.183 0.302  O1 1.215, N3 1.365, H6 1.095
3 N 0.684 -0.464 -0.815  C2 1.365, C4 1.426, H7 0.995
4 C -0.441 -1.339 -0.817  N3 1.426, O5 1.444, H8 1.088, H9 1.088
5 O -1.716 -0.746 -0.485  C4 1.444, H10 0.961
6 H 2.410 0.259 0.165  C2 1.095
7 H 0.940 -0.161 -1.727  N3 0.995
8 H -0.617 -1.698 -1.829  C4 1.088
9 H -0.308 -2.171 -0.129  C4 1.088
10 H -1.550 0.074 -0.012  O5 0.961
11 H -0.077 1.747 1.074  O13 0.981
12 H -1.314 2.425 1.563  O13 0.953
13 O -0.428 2.639 1.285  H11 0.981, H12 0.953

lowest unoccupied orbital energy	0.587	eV
maximum force	1.65	eV Å⁻¹
SMILES	O=CNCO.O
energy above the lowest of the compared OMol25 structures with the same formula, charge and spin	26.3	kcal/mol
HOMO	-10.765	eV

***

Entry 6:
Here is a single C2H7NO3 molecule in a non-equilibrium geometry from the OMol25 dataset. Energies are from ωB97M-V with the def2-TZVPD basis set.

Bonds (Å) are listed after each position.
Atoms and positions in Å:
1 C 0.047 0.182 1.201  C2 1.522, O4 1.453, H10 1.090, H11 1.095
2 C 1.137 -0.133 0.186  C1 1.522, O5 1.458, H12 1.097, H13 1.090
3 N -0.125 -1.406 -1.451  O5 1.408, H8 1.022, H9 1.020
4 O -0.642 1.397 0.804  C1 1.453, O6 1.435
5 O 0.828 -1.425 -0.415  C2 1.458, N3 1.408
6 O -1.525 1.116 -0.291  O4 1.435, H7 0.966
7 H -2.104 1.889 -0.292  O6 0.966
8 H 0.240 -0.834 -2.214  N3 1.022
9 H -0.979 -0.959 -1.115  N3 1.020
10 H 0.467 0.460 2.167  C1 1.090
11 H -0.679 -0.627 1.329  C1 1.095
12 H 1.239 0.636 -0.589  C2 1.097
13 H 2.096 -0.295 0.680  C2 1.090

lowest unoccupied orbital energy	0.772	eV
maximum force	1.83	eV Å⁻¹
SMILES	NOCCOO
energy above the lowest of the compared OMol25 structures with the same formula, charge and spin	137.7	kcal/mol
HOMO	-9.597	eV

***

| no. | gap between HOMO and LUMO (eV) |
| --- | --- |
| 1 | 10.07 |
| 2 | 9.66 |
| 3 | 10.54 |
| 4 | 10.60 |
| 5 | 11.35 |
| 6 | 10.37 |